Entry 1:
Formula: C9H12F9NaO15S3
Source: the OMol25 dataset
Level of theory: wB97M-V/def2-TZVPD

HOMO level, eV: -3.86
E_LUMO, eV: 3.9536

The geometry in ORCA input format:
```
! wB97M-V def2-TZVPD RIJCOSX def2/J DEFGRID3
* xyz -2 1
H 2.3330 0.7968 3.7026
S 0.1805 3.7541 0.0672
H 2.2014 2.2885 2.7816
F 1.5158 -4.3124 1.4682
O -2.3346 -2.1327 1.1762
F 2.5859 -2.3662 1.5207
H -3.1437 -5.8848 0.1039
C 1.6149 4.6991 0.9429
C -2.4379 -0.8875 0.5124
F 2.8038 4.1302 0.7585
C -2.7177 -3.2475 0.5200
H -3.4495 -0.4756 0.6300
C -3.9625 1.1250 -3.0093
C 2.2386 1.2033 2.6953
O -3.6321 2.3282 -0.6070
O -1.7441 2.3332 -2.1969
H -1.4503 -5.5024 -0.2520
O 3.3411 0.7669 1.9339
O -2.2271 -4.2788 1.1613
S -3.1905 2.5451 -1.9765
O 4.5826 0.6927 0.1804
O 2.3027 -2.6220 -1.3003
O -0.0682 2.4838 0.7652
C 3.3699 1.0017 0.6458
O 2.4622 1.4305 -0.0168
F 1.6045 5.9591 0.5327
H 4.1549 -0.1017 -1.7047
H 4.5394 1.6931 -1.6123
O -3.6909 3.7488 -2.5712
F 0.4525 -2.4712 1.9256
O 0.2351 -3.8536 -1.0318
H -1.9128 -0.2265 1.2106
C 4.7338 0.6871 -1.2369
F -3.9052 1.3691 -4.3247
H 5.8075 0.5752 -1.3899
O 0.2503 -1.4502 -0.6267
F -5.2875 0.9760 -2.7214
H 1.2707 0.8498 2.3397
O 0.5598 3.5665 -1.3024
F -3.3318 -0.0086 -2.6985
C 1.4557 -3.0010 1.1683
O -0.8981 4.7174 0.2048
F 1.3928 4.7123 2.2656
Na 0.1040 0.9676 -0.9105
O -3.4344 -3.2615 -0.4442
S 1.0097 -2.7022 -0.6412
C -2.1959 -5.5553 0.5400
H -2.1004 -0.7905 -0.5127
H -1.9878 -6.2694 1.3343
*
```

Here are the natural (NBO) charges for atoms 1 to 2, given in e:
1. H 0.178
2. S 2.320



Entry 2:
Formula: C9H12N2O
Source: the OMol25 dataset
Level of theory: wB97M-V/def2-TZVPD

SMILES string: CC(C)=N[C@@H]1C=CC=C/C1=N\O
Energy relative to the best compared isomer or geometry (same formula, charge and spin), kJ/mol: 310.7
HOMO level, eV: -8.23
E_LUMO, eV: 0.2769

The geometry in ORCA input format:
```
! wB97M-V def2-TZVPD RIJCOSX def2/J DEFGRID3
* xyz 0 1
C 0.4704 -1.6620 -0.5934
H -1.8492 0.4433 -2.0200
C 2.5409 -0.2812 0.7212
H 3.3462 0.2470 1.2092
H -2.2601 0.4541 2.2463
C -2.5447 0.5200 -1.1882
O 3.2050 2.1844 -0.2040
C 0.3700 -0.1614 -0.5693
H -3.7213 0.3136 1.2353
H -0.3384 -2.1730 -1.0947
H 3.2848 2.9846 -0.7413
H -3.0777 1.4660 -1.2543
H 0.1118 0.2300 -1.5645
H -2.8569 1.8432 1.3355
N -0.6833 0.0612 0.4116
C -2.7328 0.7616 1.3201
N 1.9606 1.6737 -0.5788
C -1.8637 0.4046 0.1489
H 3.0834 -2.1824 1.4591
H 1.3702 -3.4054 0.1656
C 2.4061 -1.6134 0.8382
C 1.6711 0.5012 -0.1296
C 1.3826 -2.3251 0.1206
H -3.2749 -0.2847 -1.2735
*
```

Here are the natural (NBO) charges for atoms 1 to 2, given in e:
1. C -0.129
2. H 0.219



Entry 3:
Formula: C9H12N3O2
Source: the OMol25 dataset
Level of theory: wB97M-V/def2-TZVPD

SMILES string: CC[C@H]1CC=NC=C1[n+]1cc(=O)o[nH]1
Energy relative to the best compared isomer or geometry (same formula, charge and spin), kJ/mol: 462.1
HOMO level, eV: -13.81
E_LUMO, eV: -5.0332

The geometry in ORCA input format:
```
! wB97M-V def2-TZVPD RIJCOSX def2/J DEFGRID3
* xyz 1 1
H -2.7020 -0.5293 -1.4695
C -2.5139 1.3148 -0.4921
N 1.7895 0.2649 -0.0091
O 3.7750 0.6083 0.7733
C -1.4210 -1.1084 1.5750
H 0.2980 2.6985 0.6440
H 2.1970 1.4882 1.6194
C -2.0095 0.2148 -1.3142
O 4.9896 -0.8417 -0.5425
N 2.4653 0.9825 0.8017
C 2.5155 -0.4953 -0.7690
H 2.2193 -1.2318 -1.4757
C -0.9283 -1.5278 0.2177
C 3.9167 -0.3964 -0.2944
C -0.3619 1.8802 0.2364
H -1.4104 -1.9898 2.3720
H -2.3826 -0.7219 1.3985
C -0.6721 -0.4324 -0.8083
C 0.0855 0.7227 -0.2115
H -3.4369 1.8038 -0.4057
H -0.0225 -1.9971 0.2404
H -1.5690 -2.3115 -0.1237
H -0.9519 -0.1937 1.8789
H -0.2765 -0.9551 -1.6068
N -1.7358 2.1126 0.1027
H -1.8571 0.6409 -2.3374
*
```

Here are the natural (NBO) charges for atoms 1 to 2, given in e:
1. H 0.250
2. C 0.182



Entry 4:
Formula: C9H12N4
Source: the OMol25 dataset
Level of theory: wB97M-V/def2-TZVPD

Energy relative to the best compared isomer or geometry (same formula, charge and spin), kJ/mol: 265.9
HOMO level (spin up / spin down), eV: -17.41 / -17.41
E_LUMO (spin up / spin down), eV: -9.6353 / -9.6342

The geometry in ORCA input format:
```
! wB97M-V def2-TZVPD RIJCOSX def2/J DEFGRID3
* xyz 2 1
C 2.1566 0.7515 -0.8326
H -3.4853 0.1760 -1.0879
H 4.0553 1.8918 -1.1611
H -2.6716 -1.6499 1.5434
H 5.0073 0.5935 0.8302
H -2.9530 2.2581 0.2934
C 4.0287 0.2185 0.3642
N 0.1742 -0.1253 -0.4057
C 3.5352 1.0452 -0.6724
H 1.8691 -2.0944 0.8297
C -0.6595 -0.9922 -0.0078
C -2.0606 1.6063 0.1231
H -0.5565 -1.8328 0.7357
N 1.5101 -0.2752 -0.2462
N -1.9920 -0.7932 -0.2329
H 1.4788 1.3370 -1.5031
H -3.9494 -1.2574 0.4011
C -1.0154 2.0034 0.6343
N 3.4963 -0.8941 0.7512
H -2.8085 -2.7000 0.2171
C -2.9454 -1.6916 0.4991
C 2.2561 -1.1573 0.4373
H -0.1662 2.5791 0.9552
C -2.4036 0.3812 -0.7974
H -1.9007 0.6217 -1.6677
*
```

Here are the natural (NBO) charges for atoms 1 to 2, given in e:
1. C 0.100
2. H 0.286



Entry 5:
Formula: C9H12N4O
Source: the OMol25 dataset
Level of theory: wB97M-V/def2-TZVPD

SMILES string: CCCNc1ncnc2onc(C)c12
Energy relative to the best compared isomer or geometry (same formula, charge and spin), kJ/mol: 122.1
HOMO level, eV: -9.08
E_LUMO, eV: 0.5588

The geometry in ORCA input format:
```
! wB97M-V def2-TZVPD RIJCOSX def2/J DEFGRID3
* xyz 0 1
C -2.0098 -0.3228 -2.7186
H -0.9825 -1.7513 -0.2685
H -0.8068 -1.5388 3.6436
H 0.0046 -1.1642 -3.0516
C -3.2246 -0.6628 -1.8840
H -3.1469 -0.2714 -0.8505
C 0.2912 -0.5440 2.0740
H -1.2697 -2.3944 -2.5810
N 0.7274 0.7353 -1.5053
N 0.9038 0.1048 3.0112
H 2.1271 2.1134 -1.9032
C -0.7406 -1.5526 2.5035
C 0.5013 0.1573 0.8219
H -4.1789 -0.2561 -2.3131
N -0.4518 -1.2595 -1.0402
H -1.7515 -1.3862 2.1340
N 1.9944 1.9778 0.2108
C 0.2104 -0.0949 -0.5469
O 1.5996 1.1010 2.4332
C 1.4029 1.1590 1.0841
H -1.6723 0.7150 -2.5539
H -3.3242 -1.8369 -1.9206
C 1.5914 1.6699 -1.0193
H -0.5081 -2.5704 2.0995
C -0.8863 -1.3004 -2.4532
H -2.3192 -0.4272 -3.8052
*
```

Here are the natural (NBO) charges for atoms 1 to 2, given in e:
1. C -0.432
2. H 0.397



Entry 6:
Formula: C9H12N6O2
Source: the OMol25 dataset
Level of theory: wB97M-V/def2-TZVPD

SMILES string: Nc1nonc1-c1noc(N2CCCCC2)n1
HOMO level, eV: -8.91
E_LUMO, eV: -0.0243

The geometry in ORCA input format:
```
! wB97M-V def2-TZVPD RIJCOSX def2/J DEFGRID3
* xyz 0 1
H -0.4528 2.9262 -1.1718
O 4.5700 -3.5918 0.1968
H -3.0982 -0.5006 1.2583
C -1.0974 0.8945 -1.1475
H -1.7272 3.6040 1.0455
C -1.9620 2.7042 0.4463
H -3.5585 0.4839 -0.1045
C -0.3484 -0.7260 0.4576
H -2.0065 1.1935 -1.7120
H 3.4767 -1.3659 -2.6952
H -2.7183 2.9645 -0.2824
N 4.5246 -2.7334 -0.9741
H -1.7944 1.4691 2.2175
N 3.4264 -3.2827 1.0681
H 2.0625 -0.7870 -1.6883
H -0.2924 0.6841 -1.8878
H 0.2017 2.2458 0.0681
N 0.8058 -2.1160 1.8541
C -2.5303 1.5830 1.3396
N 2.9056 -1.3422 -1.8043
C 1.4502 -1.7308 0.7669
H -3.4357 1.9356 1.8147
C -2.7349 0.2924 0.5180
N -1.4770 -0.1938 -0.2604
N 0.8420 -0.8879 -0.1668
C 2.7043 -2.4010 0.3981
C -0.7351 2.1783 -0.4268
C 3.3923 -2.1293 -0.8059
O -0.3932 -1.3709 1.6783
*
```

Here are the natural (NBO) charges for atoms 1 to 2, given in e:
1. H 0.219
2. O -0.198